# 1
This record from the OMol25 dataset describes C61H45F2GeNO5P3Tl as an isolated structure. The level of theory is ωB97M-V with the def2-TZVPD basis set.

```
119
C61H45F2GeNO5P3Tl, DFT ωB97M-V with the def2-TZVPD basis set
Tl 0.74522 -1.33845 1.20969
O 3.89015 -7.07566 0.64977
C 3.01327 -6.01851 0.85849
C 2.59001 -5.54009 2.13665
C 1.74561 -4.43196 2.16649
N 1.35454 -3.87416 1.03670
C 1.73970 -4.27441 -0.16050
C 2.56271 -5.36299 -0.28641
C 1.18523 -3.50121 -1.35103
O 1.43774 -3.98277 -2.46850
O 0.46411 -2.50963 -1.05354
C 1.15251 -3.88403 3.51090
O 1.67204 -4.40976 4.52754
O 0.31115 -2.98085 3.43724
H 4.14180 -7.51698 1.48425
H 2.88231 -6.01070 3.08801
H 2.84538 -5.67747 -1.30255
F -2.14380 3.31029 0.48841
Ge -1.09365 1.89847 0.11265
C -1.24320 1.19279 1.96321
C -2.34635 0.40114 2.20017
C -2.75395 0.12418 3.52226
C -2.08733 0.70735 4.54910
C -0.90077 1.38511 4.31973
C -0.42309 1.63635 3.04898
P 1.24330 2.29767 2.78990
C 1.31203 3.43057 4.21048
C 2.21425 3.31069 5.27779
C 2.32169 4.34699 6.20865
C 1.51753 5.48619 6.13495
C 0.62915 5.58625 5.03162
C 0.46312 4.54965 4.15698
C 2.34469 1.00559 3.36457
C 3.68936 1.19990 3.06729
C 4.68121 0.28950 3.49215
C 4.27058 -0.87192 4.12631
C 2.92929 -1.06947 4.42924
C 1.96426 -0.14219 4.04402
C 0.68612 2.60647 -0.50663
C 0.89184 3.91981 -0.17615
C 1.93422 4.64544 -0.77030
C 2.85655 3.99621 -1.55156
C 2.63791 2.65819 -1.92182
C 1.58618 1.94900 -1.40363
P 1.47974 0.20628 -2.02361
C 1.03080 0.24076 -3.78141
C 1.24227 1.31542 -4.65725
C 0.75691 1.19714 -6.01443
C 0.27826 -0.03238 -6.43117
C 0.15017 -1.09514 -5.54799
C 0.48418 -0.96295 -4.21951
C 3.25472 -0.27388 -2.22048
C 3.94798 -0.37001 -1.01135
C 5.33238 -0.50811 -0.96289
C 6.10206 -0.38771 -2.11519
C 5.42477 -0.31599 -3.33283
C 4.02793 -0.37907 -3.38941
C -2.00759 1.71406 -1.63764
C -1.56595 2.55476 -2.63938
C -2.39043 2.96032 -3.71774
C -3.57769 2.34168 -3.94055
C -4.04878 1.38409 -3.08361
C -3.26396 1.03474 -1.93378
P -3.71152 -0.50549 -1.13266
C -4.05403 -1.69441 -2.38304
C -2.97325 -1.83489 -3.26660
C -2.82639 -3.02039 -3.98626
C -3.76265 -4.03046 -3.80927
C -4.89840 -3.88412 -2.99823
C -5.07974 -2.68670 -2.30548
C -4.97290 -0.56019 0.11942
C -5.38004 -1.72850 0.79973
C -6.67831 -1.79287 1.29542
C -7.60537 -0.78854 1.07832
C -7.14083 0.43701 0.61686
C -5.81874 0.57166 0.11428
H -3.03565 0.14645 1.41219
H -3.64282 -0.54105 3.74633
H -2.46522 0.54031 5.52328
H -0.35970 1.73565 5.18921
H 2.93571 2.48384 5.33185
H 3.02391 4.32146 7.03929
H 1.70551 6.36524 6.73782
H 0.09050 6.50397 4.92481
H -0.32239 4.64502 3.39481
H 3.97023 2.07440 2.45295
H 5.69224 0.46657 3.26188
H 5.02018 -1.59580 4.35301
H 2.62395 -1.97032 4.95971
H 0.98311 -0.32928 4.39426
H 0.19645 4.44016 0.48887
H 2.03381 5.70115 -0.57460
H 3.74150 4.50267 -1.86484
H 3.25362 2.18382 -2.69141
H 1.82675 2.19856 -4.38672
H 0.76518 2.06081 -6.65724
H 0.02453 -0.16280 -7.48660
H -0.12056 -2.11372 -5.96339
H 0.45577 -1.85291 -3.55410
H 3.43632 -0.31006 -0.06118
H 5.85242 -0.56709 -0.00275
H 7.16248 -0.37901 -2.08381
H 6.02447 -0.12604 -4.21015
H 3.58056 -0.37791 -4.35226
H -0.59415 2.95591 -2.61419
H -2.04341 3.69177 -4.40884
H -4.16797 2.59651 -4.85749
H -4.95012 0.77657 -3.31369
H -2.29100 -0.96972 -3.47365
H -1.96549 -3.20296 -4.60539
H -3.58586 -4.96269 -4.33137
H -5.67911 -4.64884 -2.97550
H -6.05216 -2.45166 -1.78409
H -4.69328 -2.55015 0.92051
H -6.95635 -2.71955 1.77161
H -8.68628 -0.91001 1.29599
H -7.74126 1.33324 0.67848
H -5.39347 1.52906 -0.28861
F -2.32317 -1.07826 -0.50886
```

Properties
Calculated total energy: -170225.93823 eV
Orbital gap (spin up / spin down): 3.5129 / 3.5105 eV
Net charge: -2
Lowest unoccupied orbital energy (spin up / spin down): 0.1412 / 0.1412 Ha

***

# 2
This record from the OMol25 dataset describes C61H49N6O3P2S4Y as an isolated structure. The level of theory is ωB97M-V with the def2-TZVPD basis set.

```
126
C61H49N6O3P2S4Y, DFT ωB97M-V with the def2-TZVPD basis set
Y 0.82256 0.41228 -0.59670
C -3.06285 1.52050 -0.67363
C -1.80300 2.19635 -1.13119
N -0.89022 2.40912 -0.23080
N -0.11714 3.51558 -0.45008
C 1.13269 3.70350 -0.23541
S 2.41247 2.64458 0.14265
S 1.50877 5.46647 -0.56859
C 0.77632 5.64798 -2.22711
C -0.54182 6.38350 -2.34210
C -1.51401 6.38200 -1.34484
C -2.72032 7.04152 -1.53344
C -2.97657 7.72586 -2.71490
C -2.01234 7.74192 -3.71083
C -0.80900 7.07612 -3.52152
C -1.64392 2.61290 -2.52003
C -2.68743 3.14790 -3.27515
C -2.51657 3.48382 -4.60392
C -1.27429 3.24705 -5.20078
C -0.23774 2.67752 -4.49155
C -0.37457 2.33657 -3.12142
O 0.59413 1.78019 -2.47597
H -3.76400 2.28724 -0.32536
H -2.84756 0.87811 0.17815
H -3.53824 0.95306 -1.47053
H 0.67844 4.63155 -2.60765
H 1.52013 6.16592 -2.83398
H -1.31887 5.84044 -0.43012
H -3.47283 7.01027 -0.75328
H -3.92083 8.23848 -2.85834
H -2.19895 8.26760 -4.64044
H -0.06386 7.07921 -4.31077
H -3.63826 3.33561 -2.78533
H -3.32690 3.92754 -5.16926
H -1.12252 3.51209 -6.24234
H 0.71900 2.47497 -4.95837
C -3.33498 -1.97228 0.41615
C -2.88523 -2.24191 1.85850
P -1.82186 -0.88368 2.52430
C -1.58646 -1.46396 4.26665
C -1.84872 -2.75514 4.71637
C -1.65748 -3.09623 6.05139
C -1.18460 -2.15885 6.95448
C -0.89813 -0.87285 6.51293
C -1.09488 -0.53130 5.18653
C -3.08305 0.41773 2.92519
C -2.69768 1.74278 2.72680
C -3.56952 2.78457 3.02062
C -4.83861 2.51381 3.50949
C -5.22498 1.19604 3.72593
C -4.35016 0.15711 3.44431
P -1.92171 -1.57997 -0.78228
C -1.35396 -3.32810 -0.88290
C -1.86228 -4.28762 -1.75335
C -1.39548 -5.59382 -1.69813
C -0.42364 -5.95861 -0.77826
C 0.08793 -5.00752 0.09151
C -0.37706 -3.70297 0.03822
C -2.90624 -1.37348 -2.33090
C -2.34909 -0.57946 -3.33489
C -3.01323 -0.35602 -4.53124
C -4.25144 -0.93974 -4.75284
C -4.82185 -1.73129 -3.76478
C -4.16150 -1.93661 -2.56101
H -4.03578 -1.13067 0.40929
H -3.84481 -2.86026 0.04447
H -2.27100 -3.14650 1.86816
H -3.75094 -2.41868 2.49830
H -2.20467 -3.51799 4.03644
H -1.88034 -4.10446 6.38174
H -1.02828 -2.43253 7.99100
H -0.51384 -0.13507 7.20763
H -0.86746 0.47191 4.84234
H -1.71368 1.94882 2.31736
H -3.25776 3.80871 2.85190
H -5.52726 3.32258 3.72316
H -6.20968 0.97410 4.12151
H -4.65986 -0.86173 3.64508
H -2.59626 -4.01530 -2.49945
H -1.77861 -6.32617 -2.39917
H -0.04203 -6.97190 -0.76599
H 0.87759 -5.25978 0.78811
H 0.06258 -2.95317 0.68442
H -1.38349 -0.11722 -3.17948
H -2.56158 0.28672 -5.27719
H -4.77387 -0.77622 -5.68802
H -5.78885 -2.19229 -3.93122
H -4.64160 -2.54082 -1.80310
S 0.68770 -1.50706 -2.59059
C 2.14256 -2.43870 -2.33005
C 2.12632 -3.76585 -2.86102
N 2.08037 -4.82624 -3.31332
C 3.27481 -1.94684 -1.75837
S 3.47482 -0.34169 -1.12286
C 4.44302 -2.77582 -1.71980
N 5.40673 -3.40975 -1.69940
O 0.71361 1.12374 2.16772
C 1.48006 0.16491 2.18914
N 2.50418 -0.00152 3.09212
C 3.17973 -1.26681 2.86759
C 2.35371 -1.79990 1.64369
O 2.52592 -2.88353 1.12423
N 1.37164 -0.89861 1.33773
C 3.00700 -2.20092 4.08065
C 3.06022 -3.58639 3.94082
C 2.91439 -4.40702 5.05112
C 2.73655 -3.86091 6.31385
C 2.70544 -2.48260 6.46137
C 2.83472 -1.66035 5.35106
C 4.67931 -1.11191 2.61514
C 5.41528 -0.26514 3.44079
C 6.78567 -0.13467 3.27692
C 7.44101 -0.85339 2.28663
C 6.71577 -1.70573 1.46780
C 5.34458 -1.84044 1.63887
H 2.99778 0.81823 3.40331
H 3.20423 -4.01206 2.95770
H 2.93831 -5.48323 4.92417
H 2.61780 -4.50586 7.17700
H 2.56870 -2.04384 7.44302
H 2.78132 -0.58570 5.46846
H 4.92460 0.29914 4.22755
H 7.34491 0.52852 3.92710
H 8.51167 -0.74636 2.15678
H 7.19772 -2.26796 0.67777
H 4.79971 -2.51641 1.00100
```

Properties
Calculated total energy: -142105.36345 eV
Orbital gap: 5.8585 eV
Net charge: -2
Lowest unoccupied orbital energy: 0.1392 Ha
Energy above the lowest of the compared OMol25 structures with the same formula, charge and spin: 113.8 kJ/mol

***

# 3
This record from the OMol25 dataset describes C61H50ClINO3P3RbSi as an isolated structure. The level of theory is ωB97M-V with the def2-TZVPD basis set.

```
122
C61H50ClINO3P3RbSi, DFT ωB97M-V with the def2-TZVPD basis set
Rb 0.39041 1.57636 0.82988
C -6.03854 -1.00878 -1.33037
C -5.24195 -2.11472 -1.57316
C -3.85905 -2.00673 -1.53872
C -3.25805 -0.78357 -1.27237
C -4.06798 0.32566 -1.02603
C -5.44509 0.21414 -1.05333
P -1.46415 -0.48808 -1.14137
C -1.28225 0.40506 -2.75248
C -2.14492 0.26538 -3.83914
C -1.95366 0.99722 -4.99925
C -0.90182 1.89608 -5.09182
C -0.05367 2.07041 -4.00833
C -0.25291 1.33665 -2.85030
C -0.73758 -2.12410 -1.56369
C -1.09654 -2.69770 -2.78211
C -0.60947 -3.93390 -3.16893
C 0.24637 -4.61042 -2.31772
C 0.60853 -4.03280 -1.11119
C 0.14941 -2.78359 -0.69686
Si 0.87283 -1.93652 0.90617
C 0.27569 -3.04595 2.39633
C 1.03464 -3.79847 3.29273
C 0.48398 -4.36551 4.43714
C -0.85426 -4.18663 4.73597
C -1.62667 -3.39179 3.90090
C -1.06406 -2.81958 2.77544
P -1.94145 -1.61465 1.74472
C -1.54553 -0.04568 2.60089
C -0.65209 0.00701 3.66852
C -0.42902 1.19809 4.33930
C -1.08444 2.35907 3.94951
C -1.93908 2.33206 2.85962
C -2.15873 1.13532 2.18503
C -3.67074 -1.90544 2.26719
C -4.49178 -1.00412 2.93714
C -5.79660 -1.34526 3.25834
C -6.29183 -2.59841 2.94112
C -5.47336 -3.51214 2.29291
C -4.18280 -3.16127 1.94724
C 2.76990 -2.38653 0.78927
C 3.24768 -3.68811 0.96387
C 4.59676 -3.99461 1.01113
C 5.53650 -2.98488 0.87925
C 5.10265 -1.69229 0.65847
C 3.74368 -1.39514 0.60261
P 3.17861 0.24493 0.00746
C 4.55790 1.35082 0.46216
C 4.92827 1.40106 1.80686
C 5.83445 2.34265 2.25981
C 6.38211 3.26576 1.38116
C 6.01462 3.23552 0.04590
C 5.11170 2.28650 -0.40947
C 3.47941 -0.12809 -1.76422
C 2.36599 -0.55805 -2.47705
C 2.47374 -0.97939 -3.79194
C 3.70936 -0.96878 -4.41813
C 4.83170 -0.55150 -3.71566
C 4.72099 -0.14384 -2.39726
H -7.11749 -1.10040 -1.34280
H -5.69711 -3.07706 -1.77119
H -3.24605 -2.88155 -1.71200
H -3.60376 1.27927 -0.79591
H -6.05857 1.08238 -0.84765
H -2.99054 -0.40917 -3.77344
H -2.63490 0.86994 -5.83146
H -0.75685 2.47071 -5.99844
H 0.75860 2.78493 -4.04273
H 0.40413 1.53309 -2.01612
H -1.76856 -2.17451 -3.44695
H -0.89744 -4.35722 -4.12400
H 0.64212 -5.58076 -2.59418
H 1.29431 -4.57525 -0.47598
H 2.09006 -3.93955 3.11901
H 1.11226 -4.94898 5.10047
H -1.28809 -4.62910 5.62418
H -2.66499 -3.19897 4.14780
H -0.14533 -0.89440 3.98903
H 0.25134 1.21695 5.18049
H -0.92900 3.28060 4.49628
H -2.44013 3.23533 2.53362
H -2.83321 1.11984 1.33577
H -4.11528 -0.03109 3.22037
H -6.42235 -0.62709 3.77317
H -7.30787 -2.86609 3.20137
H -5.84807 -4.49663 2.04209
H -3.54981 -3.87593 1.43147
H 2.54003 -4.49857 1.07595
H 4.91522 -5.02057 1.15333
H 6.59598 -3.20622 0.92294
H 5.82905 -0.90264 0.51378
H 4.48248 0.70630 2.50800
H 6.09878 2.36984 3.30927
H 7.08048 4.01164 1.73887
H 6.42886 3.95561 -0.64897
H 4.84148 2.27436 -1.45879
H 1.39996 -0.58524 -1.99101
H 1.58692 -1.31213 -4.31616
H 3.80299 -1.29084 -5.44809
H 5.80306 -0.55529 -4.19546
H 5.61099 0.14911 -1.85554
O 1.95935 3.06776 -1.09223
H 1.50885 3.48722 -0.32798
H 2.87993 3.31053 -0.94707
Cl 2.74309 6.08230 3.05247
C 1.41276 4.92505 3.30621
C 1.40929 3.90239 2.15277
O 2.07556 2.87320 2.30049
O 0.71172 4.20226 1.15121
H 0.49452 5.50706 3.32453
H 1.60442 4.43657 4.25740
I 0.05068 7.01410 -1.68906
C -1.31631 5.49171 -2.09654
C -2.07029 5.49669 -3.25827
C -2.94172 4.44118 -3.47142
C -3.01533 3.43704 -2.51955
N -2.29206 3.43259 -1.40799
C -1.45758 4.44177 -1.19781
H -1.97304 6.29669 -3.97930
H -3.54398 4.38852 -4.36731
H -3.66900 2.58544 -2.67064
H -0.86243 4.41660 -0.29346
```

Properties
Calculated total energy: -128727.62988 eV
Orbital gap: 5.2754 eV
Net charge: -1
Lowest unoccupied orbital energy: 0.0725 Ha
Energy above the lowest of the compared OMol25 structures with the same formula, charge and spin: 95.5 kJ/mol

***

Number 1: largest force on an atom 0.06622 hartree/bohr. Number 2: largest force on an atom 0.02165 hartree/bohr. Number 3: largest force on an atom 0.02182 hartree/bohr.